DFT (wB97M-V/def2-TZVPD) results for a molecular structure, C37H40IrO2P2 at a distorted geometry.

The spin multiplicity is 6. The calculation puts the HOMO energy (spin up / spin down) at -13.0 / -13.2 eV. As for the energy relative to the best compared isomer or geometry (same formula, charge and spin): 0.0 kJ/mol. As for the largest force on an atom: 3.558 eV/A. Its charge is +2. Its expectation value of S² is 8.82. For the orbital gap (spin up / spin down), the calculation gives 6.60 / 5.13 eV.

Structure (XYZ):
```
82
C37H40IrO2P2 (wB97M-V/def2-TZVPD)
Ir 0.3156 -0.0249 4.3695
C -2.1972 -0.0970 5.9291
C -1.7387 -0.3863 4.6043
C -2.3925 0.3443 3.4241
C -1.6138 1.5543 2.9081
C -0.3880 1.8087 3.7987
C -0.7189 2.4617 5.0507
C -2.0477 2.4961 5.6627
C -2.4950 1.2129 6.4655
C 2.1169 -0.6799 4.0040
H -2.4497 -0.9613 6.5460
H -1.6517 -1.5008 4.4528
H -3.4408 0.6117 3.6204
H -2.3848 -0.3985 2.6285
H -1.2409 1.3652 1.8889
H -2.2579 2.4472 2.8852
H 0.4981 2.2535 3.2965
H 0.0733 3.0367 5.5319
H -2.8645 2.7896 4.9724
H -1.9877 3.3011 6.4267
H -2.0451 1.2954 7.4772
H -3.5970 1.2798 6.5953
H 2.4191 -1.5098 4.6591
H 2.8281 0.1544 4.1425
H 2.1107 -1.0039 2.9456
P -0.1109 -2.0412 -3.0029
P 1.7588 0.4300 -3.3358
C -0.8113 -0.4673 -3.5452
C 0.0420 0.5431 -3.8884
C -0.7123 -3.2103 -4.3136
C -1.8063 -2.9182 -5.1373
C -2.3173 -3.9003 -5.9974
C -1.6567 -5.1239 -6.1383
C -0.4620 -5.3501 -5.4436
C 0.0108 -4.4053 -4.5352
C -1.1915 -2.2467 -1.5301
C -0.8786 -1.3721 -0.4728
C -1.5665 -1.4727 0.7286
C -2.5813 -2.4266 0.9004
C -2.9253 -3.2607 -0.1711
C -2.2485 -3.1559 -1.3959
C 2.5305 1.0479 -4.9157
C 2.4008 0.2108 -6.0459
C 2.8301 0.6462 -7.3002
C 3.4173 1.9097 -7.4392
C 3.5518 2.7439 -6.3279
C 3.0972 2.3203 -5.0729
C 1.9342 1.9194 -2.2903
C 3.1300 2.0461 -1.5569
C 3.3735 3.2052 -0.8225
C 2.4076 4.2227 -0.7828
C 1.2054 4.0834 -1.4860
C 0.9631 2.9259 -2.2372
H -1.9015 -0.3717 -3.5789
H -0.2424 1.3502 -4.5721
H -2.2760 -1.9343 -5.1061
H -3.2361 -3.7079 -6.5519
H -2.0653 -5.8981 -6.7900
H 0.0937 -6.2755 -5.6024
H 0.9324 -4.5888 -3.9801
H -0.1126 -0.6020 -0.5843
H -1.2801 -0.7791 1.5249
H -3.1051 -2.5160 1.8598
H -3.7283 -3.9928 -0.0570
H -2.5491 -3.7620 -2.2489
H 1.9195 -0.7655 -5.9479
H 2.6929 0.0075 -8.1755
H 3.7546 2.2446 -8.4194
H 3.9909 3.7367 -6.4303
H 3.1537 3.0150 -4.2337
H 3.8607 1.2351 -1.5833
H 4.3140 3.3095 -0.2755
H 2.5926 5.1214 -0.1869
H 0.4471 4.8698 -1.4467
H 0.0283 2.8156 -2.7834
C 1.0626 -0.0685 8.4186
C 0.7445 -0.3936 6.9928
O 0.4471 -1.5118 6.5493
O 0.8276 0.6638 6.2136
H 1.2682 -0.9875 8.9528
H 0.2050 0.4379 8.8572
H 1.9263 0.5941 8.4556
```